# 1
A 13-piece molecular cluster, C20H60F6N13O22S2 overall at a distorted geometry, computed with ωB97M-V/def2-TZVPD.

Structure (XYZ):
```
123
Properties=species:S:1:pos:R:3:forces:R:3
C 3.471 1.593 -0.804 -1.099 -2.073 1.429
F 3.801 0.305 -1.072 0.101 0.964 0.135
F 4.561 2.281 -0.585 0.145 0.559 -0.419
F 2.719 2.038 -1.787 0.433 0.571 -0.180
S 2.403 1.585 0.812 -0.451 0.363 0.642
O 3.251 1.603 1.981 0.392 -0.413 -1.352
O 1.548 2.810 0.708 1.523 -2.404 -0.188
N 1.690 -0.023 0.723 0.166 4.215 -0.171
S 0.147 0.401 0.577 -2.838 -1.293 -0.454
O -0.462 0.964 1.777 0.625 -0.541 -1.134
O -0.027 1.055 -0.706 -0.566 0.106 0.233
C -0.803 -1.332 0.309 2.668 2.347 1.751
F -0.272 -2.189 1.159 -0.013 -0.527 -0.171
F -2.059 -1.119 0.668 -0.222 -0.145 -0.981
F -0.576 -1.722 -0.938 -0.994 -0.196 0.028
C -0.967 -2.199 4.483 6.388 2.730 0.908
O 0.251 -2.059 4.586 0.338 -0.806 0.425
N -1.717 -1.249 4.954 -3.171 3.102 1.967
N -1.512 -3.106 3.813 -3.677 -4.682 -3.152
H -1.250 -0.632 5.603 -0.371 0.006 -0.195
H -2.720 -1.273 4.838 0.177 0.261 0.467
H -2.520 -3.067 3.773 0.172 -0.593 -0.608
H -0.987 -3.568 3.084 -0.145 -0.351 0.125
C -4.058 -3.919 0.086 1.819 0.297 1.265
O -4.256 -4.531 1.099 -2.302 -1.963 2.150
N -4.885 -3.278 -0.690 -3.571 0.878 -1.524
N -2.802 -3.739 -0.239 2.817 0.441 -1.609
H -4.586 -2.512 -1.277 -0.091 -0.112 0.148
H -5.851 -3.265 -0.393 0.201 0.137 -0.067
H -2.137 -4.212 0.355 0.432 0.358 -0.201
H -2.594 -3.076 -0.972 0.639 -0.564 0.140
C 4.504 5.864 2.239 3.720 1.277 -4.833
O 5.405 6.330 1.538 -0.081 -0.773 -1.318
N 4.449 6.147 3.448 -0.705 2.016 7.829
N 3.521 5.082 1.942 -3.406 -3.496 -3.675
H 5.086 6.842 3.808 -0.596 -0.034 0.155
H 3.486 5.994 3.711 0.663 0.802 1.926
H 2.714 4.906 2.524 0.490 -0.051 -0.128
H 3.416 4.736 0.999 0.092 0.119 0.327
C -3.842 2.082 3.128 -2.019 3.840 0.640
O -4.776 2.903 3.131 0.246 -0.782 -0.530
N -2.724 2.328 3.777 1.884 1.897 2.436
N -3.715 0.987 2.480 -0.887 -4.319 -2.338
H -2.630 3.324 3.909 0.627 -0.404 0.575
H -1.976 1.654 3.853 0.316 0.652 -0.207
H -2.988 0.415 2.887 -0.189 -0.719 -1.076
H -4.475 0.620 1.925 0.105 -0.298 0.359
C 1.399 1.917 4.833 1.648 -6.707 -0.589
O 1.653 0.688 4.901 1.203 2.120 -0.228
N 0.344 2.272 5.472 -4.271 2.326 2.541
N 2.031 2.830 4.161 1.895 2.762 -1.835
H 0.207 1.712 6.301 -0.653 0.399 -0.233
H -0.056 3.185 5.307 -0.126 -0.159 0.804
H 1.556 3.710 4.014 0.208 -0.182 0.016
H 2.742 2.571 3.492 -0.216 -0.192 0.027
C 0.179 -5.835 1.078 -1.088 1.639 0.440
O -0.489 -4.967 1.571 -2.024 1.770 1.587
N 0.985 -5.589 0.125 3.400 1.589 -3.949
N 0.124 -7.077 1.366 -1.200 -5.902 2.656
H 0.883 -4.652 -0.238 0.782 -0.212 -0.414
H 1.457 -6.361 -0.324 0.010 0.819 -0.451
H 0.765 -7.783 1.036 -0.253 0.362 0.042
H -0.586 -7.369 2.022 0.309 0.015 -0.016
C -0.564 -6.281 -4.149 -1.062 -0.309 -0.290
C -0.015 -4.886 -3.953 1.261 0.617 0.035
O -1.094 -4.011 -3.629 0.110 -0.878 -0.131
O 0.337 -7.395 -4.183 0.557 0.787 0.407
H -1.082 -6.284 -5.108 -0.301 0.175 -0.073
H -1.322 -6.400 -3.374 -0.025 -0.185 0.169
H 0.535 -4.540 -4.828 -0.384 0.013 -0.642
H 0.784 -4.786 -3.219 -0.134 -0.598 0.719
H -0.707 -3.165 -3.392 0.035 0.435 -0.236
H -0.179 -8.192 -4.045 -0.061 0.105 -0.002
C 1.568 -1.533 -4.602 1.099 2.155 0.014
C 2.416 -0.893 -3.435 0.027 -0.664 -1.471
O 3.778 -0.881 -3.877 0.042 -0.366 0.095
O 0.193 -1.304 -4.413 -0.244 -1.745 0.496
H 1.899 -2.539 -4.859 -0.769 -0.577 0.951
H 1.847 -1.067 -5.547 0.358 0.687 -0.030
H 2.312 -1.484 -2.525 -0.136 0.061 0.117
H 2.169 0.155 -3.266 -0.784 -0.152 0.053
H 4.309 -0.806 -3.081 0.199 -0.041 -0.013
H -0.026 -0.376 -4.525 0.064 0.453 -0.177
C 1.892 5.929 -0.585 2.453 0.040 -1.505
C 2.136 6.710 -1.899 -1.269 -0.166 0.681
O 1.164 7.743 -2.048 0.716 0.763 0.212
O 0.741 5.215 -0.509 -2.137 -0.198 -0.606
H 2.049 6.586 0.270 -0.102 0.339 -0.076
H 2.773 5.290 -0.654 0.214 -0.600 0.456
H 2.104 6.207 -2.866 0.030 -1.158 0.331
H 3.184 6.986 -1.781 -0.192 1.227 -0.083
H 0.321 7.314 -1.886 -0.191 -0.078 -0.031
H 0.798 4.393 -0.017 0.399 -0.247 0.244
C -1.153 2.214 -3.821 0.712 0.282 -1.049
C -0.356 3.613 -3.993 -0.901 -2.325 -0.179
O -0.632 4.326 -2.878 -0.247 1.735 1.878
O -0.803 1.331 -4.877 0.666 -0.541 -0.567
H -2.241 2.159 -3.856 -0.309 1.482 0.247
H -0.938 1.692 -2.889 0.699 0.432 0.100
H -0.592 4.227 -4.862 -0.489 -0.452 -0.420
H 0.725 3.471 -4.011 0.089 -0.827 -0.543
H 0.125 4.187 -2.304 -0.323 0.488 0.821
H -1.130 1.738 -5.682 0.087 -0.226 -0.180
C 3.065 -3.041 1.253 -0.383 2.092 0.438
C 3.576 -2.023 2.329 0.267 -0.993 -0.498
O 2.510 -1.293 2.891 1.252 -1.117 0.102
O 2.905 -2.350 -0.016 0.851 -1.601 -0.247
H 2.052 -3.315 1.548 0.147 -0.490 0.445
H 3.719 -3.911 1.207 -0.001 0.109 -0.653
H 4.292 -1.325 1.895 0.135 0.145 -0.686
H 4.236 -2.557 3.012 -0.657 -0.130 0.872
H 2.296 -0.794 2.099 -0.911 0.692 0.599
H 2.420 -1.538 0.151 -0.075 0.181 0.116
C -4.482 0.401 -1.462 0.021 0.997 2.085
C -5.722 1.055 -0.793 -1.967 -0.063 -0.804
O -6.587 0.245 0.048 1.308 -0.642 -0.231
O -4.620 -0.843 -2.040 -0.712 -1.099 -0.748
H -3.729 0.212 -0.697 0.291 0.503 -0.115
H -4.154 1.118 -2.215 0.314 0.287 0.248
H -6.357 1.342 -1.631 -0.166 0.130 -0.456
H -5.590 2.001 -0.268 1.144 -0.053 -0.005
H -7.359 0.769 0.273 0.104 0.138 -0.013
H -5.245 -0.841 -2.769 -0.124 0.122 -0.120
```
Positions in Å, forces in eV/Å.

Energy above the lowest of the compared OMol25 structures with the same formula, charge and spin ... 0.0 kcal per mole
Orbital gap ... 8.1271 eV
Total charge ... -1



# 2
A 8-piece molecular cluster, C20H60N4O8 overall at a distorted geometry, computed with ωB97M-V/def2-TZVPD.

Structure (XYZ):
```
92
Properties=species:S:1:pos:R:3:forces:R:3
C 1.277 -3.166 -1.610 0.892 -0.628 0.736
O 1.485 -2.680 -0.255 0.106 0.077 -1.134
C 1.294 -3.710 0.709 -0.202 0.898 0.930
C 1.583 -3.156 2.129 0.443 -1.361 0.086
C 1.696 -4.332 3.121 -0.794 -0.567 -0.090
N 0.594 -2.198 2.608 0.200 -0.393 -0.571
H 1.829 -4.104 -1.660 -0.457 -0.518 -0.100
H 1.778 -2.600 -2.396 -0.243 0.876 0.562
H 0.221 -3.282 -1.852 -0.008 -0.073 0.099
H 0.260 -4.046 0.624 -0.173 -0.313 0.211
H 1.977 -4.546 0.563 0.082 -0.080 -0.341
H 2.584 -2.729 2.076 0.092 0.300 -0.204
H 1.590 -4.077 4.175 0.527 0.632 -0.040
H 2.577 -4.957 2.974 0.190 0.253 -0.008
H 0.846 -5.007 3.033 -0.248 -0.094 -0.481
H 0.400 -1.610 1.810 -0.147 0.562 0.082
H 1.086 -1.636 3.288 -0.237 0.376 0.145
C -1.591 -0.297 4.186 -1.668 -1.148 0.361
O -2.571 0.248 5.103 1.063 0.648 -0.432
C -2.301 1.580 5.524 -0.840 0.487 1.638
C -3.358 2.006 6.614 0.540 -0.054 -0.181
C -3.238 3.457 7.099 -0.359 0.280 -1.037
N -3.390 1.282 7.862 0.022 -1.277 1.106
H -0.628 -0.540 4.635 0.253 0.934 -0.010
H -1.625 0.177 3.205 0.627 0.661 0.225
H -1.959 -1.296 3.951 -0.247 -0.121 0.121
H -1.330 1.711 6.002 0.464 -0.455 -0.035
H -2.352 2.353 4.758 -0.106 -0.280 -0.667
H -4.327 1.927 6.120 -0.187 -0.251 0.134
H -2.266 3.707 7.526 0.019 -0.147 0.102
H -4.036 3.613 7.825 0.268 -0.028 0.166
H -3.450 4.159 6.293 0.243 0.097 -0.168
H -3.514 0.281 7.921 -0.407 -0.133 -1.083
H -2.590 1.395 8.468 0.298 0.786 -0.234
C 7.765 -3.312 0.584 0.332 -0.970 -0.039
O 6.515 -2.976 1.165 0.604 0.275 -0.760
C 6.457 -1.639 1.615 -0.510 -0.028 0.861
C 4.976 -1.146 1.822 2.025 -0.034 -0.407
C 4.269 -0.988 0.547 -0.392 -1.541 -2.272
N 4.959 0.152 2.446 0.793 0.256 1.393
H 7.969 -2.950 -0.423 -0.767 0.246 -0.325
H 7.814 -4.401 0.568 -0.173 -0.018 -0.188
H 8.682 -3.024 1.098 -0.271 0.442 0.921
H 6.986 -1.615 2.568 -0.104 0.127 0.573
H 7.054 -0.957 1.009 -0.309 0.159 -0.706
H 4.493 -1.917 2.422 -0.152 0.218 0.265
H 3.244 -0.638 0.665 0.107 -0.182 -0.078
H 4.351 -1.958 0.058 -1.007 -0.579 0.087
H 4.748 -0.469 -0.283 0.380 1.169 0.653
H 5.405 0.053 3.347 -0.327 -0.065 0.838
H 5.700 0.681 2.009 -0.162 0.590 -0.775
C -1.564 2.992 -2.987 -1.428 0.264 -2.679
O -2.536 3.865 -3.695 0.644 0.080 0.941
C -3.289 3.252 -4.738 0.004 0.144 0.823
C -4.497 4.145 -5.100 0.014 1.287 0.590
C -4.164 5.470 -5.786 1.491 -0.853 0.555
N -5.291 4.557 -3.896 -0.229 -1.576 -0.471
H -0.925 2.661 -3.805 0.922 0.151 0.365
H -2.047 2.057 -2.702 -0.341 0.143 0.722
H -1.060 3.532 -2.185 -0.253 -0.070 -0.278
H -2.709 3.058 -5.640 0.429 0.339 -0.259
H -3.522 2.252 -4.371 -0.872 -0.162 -0.034
H -5.045 3.734 -5.948 -0.712 -1.243 0.886
H -5.132 5.882 -6.069 0.469 0.475 -0.169
H -3.489 5.252 -6.614 -0.181 0.477 -0.440
H -3.605 6.023 -5.030 -0.170 0.723 -0.363
H -6.098 5.092 -4.182 -0.156 -0.093 -0.183
H -4.748 5.196 -3.333 0.404 -0.142 0.006
C -0.855 -0.436 -0.350 -0.697 0.347 -0.069
O 0.502 -0.066 -0.310 -0.216 1.046 0.025
H -1.524 0.420 -0.265 0.550 0.659 -0.010
H -1.147 -0.854 -1.313 0.119 -0.664 0.088
H -1.178 -1.015 0.516 0.247 -0.706 -0.198
H 1.080 -0.825 -0.419 -0.107 -0.740 0.181
C -0.779 -0.959 -4.633 0.369 -2.558 -0.716
O 0.537 -1.563 -4.376 -0.990 0.956 0.371
H -0.861 -0.633 -5.670 0.268 1.162 0.347
H -1.483 -1.789 -4.684 -0.167 -0.345 0.327
H -1.178 -0.362 -3.813 0.854 0.603 -0.310
H 1.007 -1.693 -5.203 -0.200 0.172 -0.094
C -4.236 -1.138 -3.644 1.598 1.829 -0.817
O -4.676 -2.154 -2.836 -0.654 -0.807 0.750
H -3.204 -0.883 -3.401 0.322 -0.475 0.216
H -4.201 -1.363 -4.710 -0.436 -0.306 -0.137
H -4.658 -0.141 -3.521 -0.955 -0.176 0.134
H -5.559 -1.970 -2.508 -0.002 -0.019 -0.085
C 2.134 1.309 -3.073 -0.481 -1.069 -1.451
O 2.294 1.589 -1.752 0.295 1.229 1.865
H 1.079 1.087 -3.235 -0.172 -0.182 -0.590
H 2.397 2.111 -3.763 0.345 0.135 0.229
H 2.707 0.400 -3.253 0.082 -0.106 -0.939
H 1.584 1.088 -1.345 -0.079 0.058 0.943
```
Positions in Å, forces in eV/Å.

Energy above the lowest of the compared OMol25 structures with the same formula, charge and spin ... 111.9 kcal per mole
Orbital gap ... 9.2890 eV
Structure (SMILES) ... COC[C@H](C)N.COC[C@H](C)N.COC[C@H](C)N.COC[C@H](C)N.CO.CO.CO.CO